No. 1
Molecular formula: C45H45GeN3O4Ti
Method: DFT, ωB97M-V/def2-TZVPD

## Properties
- Kohn-Sham gap (eV) = 5.12

```
! wB97M-V def2-TZVPD RIJCOSX def2/J DEFGRID3
* xyz 2 1
Ti -0.414 -0.638 0.253
O -0.046 2.659 2.624
C 0.083 1.634 2.029
N -0.868 0.990 1.196
C -2.163 1.563 1.017
O -2.519 2.647 1.361
C -3.073 0.599 0.312
C -4.428 0.821 0.214
C -5.205 -0.144 -0.410
C -4.596 -1.291 -0.901
C -3.232 -1.438 -0.764
N -2.478 -0.497 -0.176
C 1.330 0.801 2.104
C 2.428 1.203 2.824
C 3.525 0.353 2.868
C 3.465 -0.869 2.211
C 2.329 -1.199 1.503
N 1.281 -0.359 1.425
H -4.841 1.729 0.634
H -6.275 -0.011 -0.502
H -5.170 -2.076 -1.373
H -2.722 -2.316 -1.143
H 2.396 2.154 3.337
H 4.411 0.631 3.423
H 4.288 -1.569 2.247
H 2.240 -2.138 0.978
C 0.728 -2.606 -3.195
C 0.273 -1.262 -2.704
C 1.173 -0.494 -1.929
C 2.569 -1.031 -1.750
C 0.802 0.796 -1.484
C 1.836 1.722 -0.882
C -0.450 1.331 -1.881
C -0.791 2.763 -1.559
C -1.312 0.580 -2.688
C -2.575 1.237 -3.177
C -0.973 -0.739 -3.062
C -1.925 -1.576 -3.879
H 1.293 -3.145 -2.439
H 1.387 -2.471 -4.058
H -0.088 -3.243 -3.517
H 3.011 -1.204 -2.734
H 2.572 -1.998 -1.245
H 3.229 -0.359 -1.216
H 1.399 2.483 -0.241
H 2.347 2.251 -1.691
H 2.594 1.201 -0.307
H -0.389 3.098 -0.608
H -1.863 2.941 -1.532
H -0.376 3.415 -2.333
H -2.324 2.148 -3.724
H -3.220 1.542 -2.350
H -3.157 0.613 -3.843
H -1.898 -2.621 -3.578
H -1.662 -1.546 -4.939
H -2.953 -1.242 -3.790
O 0.091 -2.491 -0.200
C -0.700 -2.939 0.729
O -1.093 -2.035 1.530
C -1.133 -4.343 0.837
C -0.781 -4.943 2.208
Ge -1.761 -4.219 3.768
C -0.840 -2.699 4.548
C 0.525 -2.475 4.365
C 1.165 -1.411 4.989
C 0.441 -0.542 5.794
C -0.917 -0.753 5.989
C -1.550 -1.827 5.376
C -1.987 -5.671 5.020
C -1.236 -6.844 4.946
C -1.425 -7.870 5.863
C -2.376 -7.739 6.863
C -3.132 -6.577 6.952
C -2.941 -5.555 6.035
C -3.532 -3.651 3.172
C -3.891 -2.304 3.074
C -5.188 -1.935 2.740
C -6.139 -2.907 2.459
C -5.796 -4.250 2.536
C -4.507 -4.616 2.907
H -0.691 -4.900 0.011
H -2.225 -4.338 0.726
H 0.299 -4.917 2.366
H -1.065 -5.995 2.165
H 1.112 -3.164 3.763
H 2.235 -1.278 4.878
H 0.938 0.281 6.291
H -1.481 -0.090 6.632
H -2.609 -1.980 5.550
H -0.475 -6.966 4.182
H -0.829 -8.771 5.797
H -2.529 -8.541 7.573
H -3.873 -6.471 7.734
H -3.546 -4.658 6.117
H -3.168 -1.536 3.324
H -5.469 -0.888 2.737
H -7.155 -2.622 2.218
H -6.540 -5.012 2.343
H -4.268 -5.669 3.015
*
```

---

No. 2
Molecular formula: C45H47As2CaN7O4PS
Method: DFT, ωB97M-V/def2-TZVPD

## Properties
- Kohn-Sham gap (eV) = 7.83

```
! wB97M-V def2-TZVPD RIJCOSX def2/J DEFGRID3
* xyz 1 1
Ca -0.224 -0.099 0.012
O 3.169 0.123 -2.400
N 2.008 0.760 -2.779
C 2.030 1.323 -3.910
C 0.920 2.061 -4.525
C 1.198 2.477 -5.830
C 0.280 3.172 -6.590
C -0.932 3.512 -6.025
C -1.220 3.139 -4.723
C -0.341 2.387 -3.944
P -0.805 1.992 -2.176
C -0.055 3.561 -1.540
C -0.587 4.806 -1.876
C 0.039 5.972 -1.466
C 1.223 5.910 -0.741
C 1.765 4.679 -0.412
C 1.123 3.508 -0.797
C -2.606 2.371 -2.114
C -3.499 1.842 -3.050
C -4.864 2.044 -2.923
C -5.363 2.758 -1.843
C -4.493 3.253 -0.885
C -3.127 3.058 -1.018
H 3.858 0.244 -3.076
H 2.943 1.273 -4.514
H 2.167 2.239 -6.254
H 0.515 3.455 -7.607
H -1.660 4.073 -6.596
H -2.162 3.460 -4.309
H -1.494 4.869 -2.462
H -0.390 6.932 -1.721
H 1.718 6.821 -0.432
H 2.690 4.629 0.150
H 1.537 2.549 -0.512
H -3.127 1.280 -3.896
H -5.543 1.645 -3.665
H -6.429 2.917 -1.746
H -4.882 3.791 -0.030
H -2.452 3.457 -0.269
N 1.030 -2.793 8.061
C 0.372 -2.612 6.874
C 0.684 -3.391 5.753
C 0.090 -3.129 4.537
C -0.827 -2.091 4.412
C -1.207 -1.363 5.534
C -0.613 -1.620 6.750
S -1.480 -1.757 2.799
O -2.890 -1.489 2.862
O -1.091 -2.911 1.992
N -0.728 -0.528 2.025
C -0.773 0.737 2.483
N -1.132 1.012 3.747
C -1.112 2.271 4.142
C -0.734 3.314 3.308
C -0.391 2.953 2.023
N -0.409 1.693 1.589
H 1.570 -3.628 8.197
H 0.647 -2.371 8.888
H 1.400 -4.199 5.844
H 0.318 -3.738 3.672
H -1.978 -0.616 5.443
H -0.909 -1.058 7.627
H -1.409 2.441 5.173
H -0.710 4.340 3.641
H -0.093 3.702 1.300
C 1.756 -2.496 -2.825
As 1.305 -2.238 -0.926
C 0.658 -4.051 -0.569
C 3.111 -2.417 -0.173
C 3.911 -3.503 -0.522
C 5.167 -3.675 0.032
C 5.639 -2.757 0.960
C 4.854 -1.671 1.308
C 3.595 -1.479 0.744
As 2.446 -0.006 1.361
C 3.826 1.290 1.931
C 2.155 -0.861 3.092
H 2.149 -3.494 -3.005
H 2.494 -1.756 -3.127
H 0.851 -2.354 -3.416
H 1.453 -4.782 -0.701
H -0.162 -4.286 -1.248
H 0.288 -4.097 0.453
H 3.550 -4.231 -1.239
H 5.775 -4.523 -0.253
H 6.613 -2.889 1.411
H 5.229 -0.967 2.041
H 4.325 0.967 2.841
H 3.340 2.247 2.121
H 4.558 1.424 1.136
H 3.101 -1.145 3.550
H 1.577 -1.760 2.903
H 1.594 -0.225 3.778
N -3.304 -4.609 0.711
C -3.711 -4.474 -0.565
O -4.450 -5.265 -1.122
C -3.195 -3.277 -1.330
C -3.675 -3.097 -2.621
C -3.190 -2.051 -3.387
C -2.233 -1.221 -2.834
N -1.769 -1.369 -1.593
C -2.245 -2.381 -0.859
H -3.674 -5.392 1.224
H -2.702 -3.962 1.199
H -4.406 -3.799 -3.001
H -3.547 -1.891 -4.395
H -1.792 -0.410 -3.400
H -1.820 -2.478 0.131
*
```

---

No. 3
Molecular formula: C45H47Br2Cl27F3O7
Method: DFT, ωB97M-V/def2-TZVPD

## Properties
- Kohn-Sham gap (eV) = 6.11

```
! wB97M-V def2-TZVPD RIJCOSX def2/J DEFGRID3
* xyz -1 1
C 3.760 1.615 0.040
C 4.700 1.146 0.649
C 5.740 0.102 1.168
C 5.309 -0.669 2.492
C 4.620 -2.093 2.214
C 3.479 -1.832 1.148
C 2.252 -1.136 1.679
C 1.184 -0.772 0.723
C 1.190 -1.037 -0.731
C 2.379 -1.810 -1.258
C 2.428 -2.212 -2.766
F 2.657 -1.147 -3.626
F 1.232 -2.894 -3.077
F 3.373 -3.163 -3.124
C 3.495 -2.159 -0.307
C 4.823 -2.891 -0.786
C 5.673 -2.006 -1.817
O 6.178 -2.637 -2.730
C 0.007 -0.461 -1.576
O 0.197 -0.463 -2.780
C -1.089 0.439 -0.965
C -1.088 0.714 0.535
C -2.016 1.637 1.221
C -2.080 1.910 2.761
C -2.865 0.800 3.587
C -4.412 0.673 3.282
C -4.774 0.075 1.860
C -5.814 -1.103 1.854
O -5.640 -1.747 0.558
C -6.746 -2.608 0.245
C -2.981 2.378 0.329
C -3.924 3.449 1.000
O -3.222 4.621 1.446
C -2.294 5.143 0.492
C -0.771 4.898 0.901
C 0.241 5.605 -0.141
C -3.014 2.080 -1.106
C -4.095 2.971 -1.880
O -5.314 2.748 -1.805
O -3.625 3.989 -2.571
C -2.106 1.065 -1.821
C -2.463 0.933 -3.307
Br -4.332 0.051 -3.220
C -1.810 0.036 -4.409
C -2.060 -1.546 -4.246
Br -2.865 0.465 -6.098
C -0.062 -0.063 1.378
O -0.203 -0.300 2.585
H 3.016 2.077 -0.657
H 6.684 0.703 1.370
H 6.005 -0.678 0.403
H 4.562 -0.004 3.034
H 6.223 -0.756 3.150
H 5.342 -2.919 2.012
H 4.111 -2.351 3.201
H 2.150 -0.862 2.770
H 4.512 -3.876 -1.256
H 5.529 -3.154 0.042
H 5.752 -0.877 -1.733
H -2.458 2.925 3.053
H -1.000 1.890 3.122
H -2.439 -0.239 3.490
H -2.731 1.067 4.685
H -4.977 1.639 3.459
H -4.824 -0.059 4.055
H -5.081 0.882 1.133
H -3.814 -0.364 1.430
H -5.594 -1.916 2.616
H -6.876 -0.732 1.986
H -7.369 -2.853 1.148
H -7.351 -2.094 -0.574
H -6.307 -3.527 -0.261
H -4.329 2.969 1.949
H -4.839 3.721 0.405
H -2.480 4.871 -0.587
H -2.410 6.279 0.534
H -0.533 5.354 1.906
H -0.486 3.815 0.898
H 0.850 6.415 0.344
H -0.341 6.002 -1.026
H 0.968 4.825 -0.532
H -2.620 1.966 -3.762
H -0.767 0.274 -4.748
H -1.137 -2.034 -4.706
H -2.912 -1.910 -4.889
H -2.142 -1.872 -3.176
C -0.130 4.203 -3.899
Cl 0.196 3.463 -5.474
Cl -0.617 2.972 -2.728
Cl 1.290 5.095 -3.330
H -0.953 4.905 -4.015
C 2.566 -5.753 2.918
Cl 1.680 -4.237 2.813
Cl 4.258 -5.494 2.501
Cl 2.418 -6.457 4.535
H 2.138 -6.450 2.202
C 2.432 4.455 2.924
Cl 1.341 5.049 4.187
Cl 1.694 3.115 2.042
Cl 2.862 5.762 1.819
H 3.339 4.091 3.400
C -2.247 -4.971 0.935
Cl -1.321 -3.719 0.097
Cl -1.198 -5.895 2.022
Cl -3.594 -4.255 1.830
H -2.653 -5.654 0.189
C 6.408 1.288 -4.308
Cl 6.273 2.340 -2.892
Cl 7.923 0.376 -4.263
Cl 5.026 0.194 -4.400
H 6.411 1.911 -5.198
C -3.126 0.836 -10.207
Cl -3.284 -0.837 -10.762
Cl -4.292 1.179 -8.926
Cl -1.478 1.152 -9.654
H -3.336 1.494 -11.045
C 0.584 2.317 6.225
Cl 1.037 1.213 4.920
Cl -1.119 2.768 6.104
Cl 0.922 1.588 7.803
H 1.181 3.219 6.131
C -2.085 -8.463 -1.894
Cl -1.865 -9.505 -0.482
Cl -1.900 -6.762 -1.445
Cl -0.944 -8.897 -3.171
H -3.093 -8.608 -2.272
C 4.779 -1.290 6.532
Cl 6.506 -1.391 6.159
Cl 4.238 0.391 6.521
Cl 3.838 -2.255 5.387
H 4.621 -1.693 7.529
*
```

---

No. 4
Molecular formula: C45H47MgN4O2PS2Te
Method: DFT, ωB97M-V/def2-TZVPD

## Properties
- Kohn-Sham gap (eV) = 6.28

```
! wB97M-V def2-TZVPD RIJCOSX def2/J DEFGRID3
* xyz 0 1
Mg -0.496 1.516 -1.688
N 0.003 2.427 -3.519
C -1.188 3.160 -3.923
C -2.432 2.452 -3.394
N -2.364 2.213 -1.957
C -2.640 3.345 -1.079
C -1.377 4.149 -0.742
N -0.223 3.267 -0.642
H 0.829 2.977 -3.736
H 0.056 1.576 -4.092
H -1.271 3.230 -5.017
H -1.138 4.175 -3.523
H -2.481 1.474 -3.879
H -3.323 3.038 -3.665
H -3.036 1.484 -1.753
H -3.038 2.944 -0.147
H -3.390 4.017 -1.516
H -1.561 4.685 0.200
H -1.189 4.893 -1.521
H -0.131 2.922 0.333
H 0.621 3.821 -0.766
C 1.476 -5.134 -2.224
C 0.908 -3.752 -2.365
C 0.716 -3.162 -3.595
C 0.163 -1.880 -3.730
C 0.114 -1.182 -5.011
O 0.119 0.046 -5.095
C 0.094 -1.975 -6.266
C -0.636 -3.152 -6.388
C -0.668 -3.822 -7.599
C 0.026 -3.327 -8.692
C 0.736 -2.142 -8.582
C 0.763 -1.466 -7.378
C -0.221 -1.168 -2.564
O -0.815 -0.024 -2.613
C 0.093 -1.749 -1.299
C 0.617 -3.012 -1.210
C -0.201 -0.759 -0.244
N 0.440 0.352 -0.206
C 1.711 0.514 -0.869
C 2.809 -0.425 -0.404
Te 3.368 -0.180 1.677
C 2.242 -1.908 2.247
C 0.915 -1.805 2.625
C 0.200 -2.946 2.946
C 0.806 -4.190 2.888
C 2.134 -4.294 2.501
C 2.848 -3.153 2.186
C -1.444 -0.895 0.518
C -2.026 0.214 1.136
C -3.184 0.075 1.875
C -3.774 -1.172 2.020
C -3.211 -2.277 1.401
C -2.059 -2.142 0.648
H 1.775 -5.533 -3.189
H 0.738 -5.805 -1.784
H 2.343 -5.119 -1.565
H 1.040 -3.684 -4.483
H -1.196 -3.527 -5.544
H -1.241 -4.734 -7.690
H 0.011 -3.866 -9.629
H 1.260 -1.743 -9.438
H 1.306 -0.538 -7.278
H 0.853 -3.431 -0.239
H 2.025 1.541 -0.658
H 1.596 0.396 -1.959
H 3.696 -0.230 -0.999
H 2.517 -1.461 -0.542
H 0.435 -0.838 2.663
H -0.833 -2.855 3.245
H 0.249 -5.079 3.144
H 2.613 -5.262 2.450
H 3.884 -3.224 1.880
H -1.530 1.172 1.068
H -3.621 0.939 2.354
H -4.672 -1.281 2.610
H -3.671 -3.247 1.512
H -1.617 -3.009 0.181
S -1.264 4.515 3.518
P 0.024 3.052 3.776
S 0.683 2.172 2.118
C 1.494 3.575 4.742
C 2.723 3.690 4.112
C 3.832 4.112 4.822
C 3.714 4.413 6.168
C 2.483 4.302 6.798
C 1.371 3.894 6.086
C -0.635 1.674 4.794
C 0.229 0.654 5.169
C -0.267 -0.466 5.808
C -1.625 -0.572 6.065
C -2.486 0.451 5.701
C -1.992 1.573 5.058
H 2.802 3.426 3.066
H 4.790 4.205 4.328
H 4.581 4.732 6.728
H 2.392 4.535 7.850
H 0.403 3.818 6.565
H 1.288 0.743 4.952
H 0.405 -1.260 6.106
H -2.013 -1.456 6.552
H -3.542 0.374 5.925
H -2.645 2.388 4.771
*
```

---

HOMO level in eV, matching the order above: -12.87 -10.13 -5.31 -6.56